# C3H8N2O2

A 2-piece molecular cluster, C3H8N2O2 overall (ωB97M-V/def2-TZVPD, the OMol25 dataset).

Atoms and positions in Å:
1 H -1.362 1.706 -0.217
2 N -0.781 0.882 -0.231
3 C -1.411 -0.208 -0.441
4 N -2.764 -0.304 -0.668
5 O -0.802 -1.392 -0.508
6 H -3.149 -1.231 -0.590
7 H -3.312 0.431 -0.250
8 H 0.186 -1.192 -0.515
9 C 1.558 0.810 0.401
10 C 2.312 -0.395 0.654
11 O 1.501 -0.429 -0.489
12 H 0.830 1.145 1.144
13 H 1.899 1.614 -0.235
14 H 1.922 -1.020 1.457
15 H 3.374 -0.417 0.488

## Properties
DFT total energy, Ha: -379.0315
E_LUMO, eV: 0.982
Highest occupied orbital energy, eV: -9.048
Energy relative to the best compared isomer or geometry (same formula, charge and spin), kcal/mol: 68.7
F_max, hartree/bohr: 0.026
Gap between HOMO and LUMO, eV: 10.030